1.
Computed, not measured: an isolated molecule of C5H6O, with ωB97M-V/def2-TZVPD.

Positions of all 12 atoms, in Å:
C -0.47 -1.11 0.00
C 0.53 -0.35 0.79
C 0.73 1.05 -0.40
O -0.08 0.73 -1.43
C -1.06 0.00 -0.80
C 0.07 1.01 0.88
H -1.21 -1.54 0.69
H -0.08 -1.93 -0.63
H 1.32 -0.82 1.38
H 1.69 1.48 -0.66
H -1.88 -0.17 -1.48
H 0.42 1.65 1.67

## Properties
HOMO-LUMO gap (alpha / beta)   8.21 / 8.19 eV
Charge   0
LUMO energy (alpha / beta)   0.35 / 0.54 eV



2.
Computed, not measured: an isolated molecule of C5H6O at a distorted geometry, with ωB97M-V/def2-TZVPD.

Positions of all 12 atoms, in Å:
C -2.75 -0.13 0.04
C -1.29 0.11 0.06
C -0.09 0.28 0.03
C 1.33 0.47 -0.27
C 2.54 -0.29 0.20
O 1.92 -0.56 -1.04
H -3.04 -0.70 -0.85
H -3.09 -0.70 0.91
H -3.32 0.81 0.02
H 1.81 1.43 -0.22
H 2.43 -0.89 1.09
H 3.53 0.15 0.03

## Properties
HOMO-LUMO gap   10.26 eV
Charge   0
LUMO energy   1.02 eV



3.
Computed, not measured: an isolated molecule of C5H6O at a distorted geometry, with ωB97M-V/def2-TZVPD.

Positions of all 12 atoms, in Å:
C -1.83 -0.05 0.00
C -0.32 0.02 0.02
C 0.42 1.13 -0.12
O 1.77 0.88 0.02
C 1.83 -0.43 0.30
C 0.63 -1.08 0.28
H -2.27 0.93 -0.24
H -2.22 -0.36 0.97
H -2.17 -0.78 -0.74
H 0.18 2.15 -0.36
H 2.80 -0.87 0.48
H 1.19 -1.55 -0.61

## Properties
HOMO-LUMO gap   9.89 eV
Charge   0
LUMO energy   0.97 eV



4.
Computed, not measured: an isolated molecule of C5H6O, with ωB97M-V/def2-TZVPD.

Positions of all 12 atoms, in Å:
C -2.55 0.00 0.06
C -1.24 -0.64 0.11
C -0.04 -0.77 0.02
C 1.12 0.07 -0.19
C 2.52 -0.07 0.19
O 2.11 -0.21 -1.16
H -2.57 0.59 -0.86
H -3.41 -0.68 0.07
H -2.62 0.70 0.90
H 0.75 1.10 -0.23
H 2.91 -0.96 0.66
H 3.02 0.87 0.43

## Properties
HOMO-LUMO gap   10.44 eV
Charge   0
LUMO energy   0.95 eV



5.
Computed, not measured: an isolated molecule of C5H6O, with ωB97M-V/def2-TZVPD.

Positions of all 12 atoms, in Å:
C -0.54 1.55 0.59
C 0.61 1.60 0.11
C 1.31 0.37 -0.29
C 0.07 -0.17 0.40
C -0.86 -1.12 -0.43
O -0.20 -2.20 -0.09
H -1.48 1.85 1.00
H 2.26 0.17 0.19
H 1.33 0.19 -1.36
H 0.25 -0.48 1.43
H -0.83 -0.77 -1.49
H -1.92 -1.01 -0.07

## Properties
HOMO-LUMO gap (alpha / beta)   7.41 / 7.41 eV
Charge   0
LUMO energy (alpha / beta)   -0.57 / -0.57 eV



6.
Computed, not measured: an isolated molecule of C5H6O at a distorted geometry, with ωB97M-V/def2-TZVPD.

Positions of all 12 atoms, in Å:
C 1.85 1.88 -0.36
C 0.79 0.98 0.00
C -0.05 0.14 0.01
C -1.10 -0.79 -0.11
C -1.54 -1.92 0.68
O -2.34 -0.74 0.54
H 1.52 2.91 -0.28
H 2.69 1.70 0.30
H 2.16 1.69 -1.38
H -0.99 -0.93 -1.19
H -1.13 -2.11 1.66
H -1.86 -2.81 0.14

## Properties
HOMO-LUMO gap   10.42 eV
Charge   0
LUMO energy   0.98 eV



7.
Computed, not measured: an isolated molecule of C5H6O at a distorted geometry, with ωB97M-V/def2-TZVPD.

Positions of all 12 atoms, in Å:
C 1.89 -0.74 0.12
C 1.64 0.37 -0.46
C 0.24 -0.05 0.04
C -0.93 -0.36 -0.91
O -1.73 0.65 -0.28
C -0.67 1.03 0.62
H 2.59 -1.25 0.76
H 0.33 -1.03 0.74
H -0.74 -0.15 -1.96
H -1.37 -1.36 -0.79
H -0.94 0.86 1.66
H -0.31 2.05 0.46

## Properties
HOMO-LUMO gap   10.54 eV
Charge   0
LUMO energy   0.90 eV



8.
Computed, not measured: a cluster of 2 separate species, C5H6O2 in total at a distorted geometry, with ωB97M-V/def2-TZVPD.

Positions of all 13 atoms, in Å:
C 1.46 0.70 -0.74
C 0.64 0.97 0.52
O -1.82 -0.09 -1.40
C -2.24 -1.05 -0.90
O -2.70 -2.03 -0.44
C -0.56 -1.20 1.51
C -0.04 -0.21 1.06
H 0.82 0.43 -1.58
H 2.03 1.60 -1.01
H 2.17 -0.12 -0.57
H -0.07 1.78 0.34
H -1.01 -2.08 1.93
H 1.31 1.32 1.31

## Properties
HOMO-LUMO gap   10.88 eV
Charge   0
LUMO energy   0.75 eV



9.
Computed, not measured: an isolated molecule of C5H6O2 at a distorted geometry, with ωB97M-V/def2-TZVPD.

Positions of all 13 atoms, in Å:
O 0.51 -2.44 -0.52
C 0.32 -1.27 -0.33
C -1.09 -0.65 -0.17
C -0.91 0.75 0.44
C 0.55 1.05 0.21
O 1.08 2.11 -0.08
C 1.36 -0.15 -0.10
H -1.73 -1.31 0.42
H -1.54 -0.60 -1.17
H -1.09 0.74 1.52
H -1.53 1.53 -0.01
H 2.19 -0.43 0.55
H 1.87 0.73 -0.72

## Properties
HOMO-LUMO gap   10.20 eV
Charge   0
LUMO energy   0.47 eV



10.
Computed, not measured: an isolated molecule of C5H6O2, with ωB97M-V/def2-TZVPD.

Positions of all 13 atoms, in Å:
O -1.65 -1.32 -1.63
C -2.05 -1.04 -0.30
C -0.92 -0.46 0.44
C 0.16 -0.05 0.79
C 1.50 0.53 0.95
C 1.67 1.56 -0.16
O 2.59 1.58 -0.94
H -0.73 -1.62 -1.56
H -2.42 -1.93 0.22
H -2.89 -0.33 -0.35
H 2.28 -0.23 0.83
H 1.62 1.01 1.93
H 0.84 2.29 -0.22

## Properties
HOMO-LUMO gap   10.69 eV
Charge   0
LUMO energy   0.76 eV



11.
Computed, not measured: an isolated molecule of C5H6O2 at a distorted geometry, with ωB97M-V/def2-TZVPD.

Positions of all 13 atoms, in Å:
O -0.09 -0.07 2.41
C -0.10 -0.13 1.20
C -1.26 -0.69 0.36
O -0.72 -1.13 -0.88
C 0.47 -0.47 -1.18
C 0.46 0.99 -0.94
C 0.96 0.31 0.29
H -2.01 0.10 0.23
H -1.73 -1.55 0.85
H 1.38 -0.91 -0.68
H -0.50 1.47 -0.79
H 1.17 1.59 -1.49
H 1.97 0.48 0.64

## Properties
HOMO-LUMO gap   9.89 eV
Charge   0
LUMO energy   0.78 eV



12.
Computed, not measured: an isolated molecule of C5H6O2, with ωB97M-V/def2-TZVPD.

Positions of all 13 atoms, in Å:
O 1.11 1.78 1.15
C 0.70 0.93 0.39
C 1.57 -0.19 -0.20
O 0.70 -1.06 -0.90
C -0.62 -0.63 -0.72
C -1.32 -0.45 0.61
C -0.70 0.73 -0.12
H 2.11 -0.74 0.58
H 2.31 0.25 -0.88
H -1.25 -0.95 -1.54
H -0.94 -0.65 1.61
H -2.39 -0.60 0.54
H -1.26 1.58 -0.50

## Properties
HOMO-LUMO gap   10.54 eV
Charge   0
LUMO energy   0.85 eV



13.
Computed, not measured: a structure of composition C5H6O2 at a distorted geometry, with ωB97M-V/def2-TZVPD.

Positions of all 13 atoms, in Å:
C -1.39 -1.28 -0.01
C -0.58 -0.24 0.72
O 1.17 -0.76 0.13
C 1.89 0.09 -0.40
O 2.99 0.18 -0.89
C -0.65 1.09 0.37
C 0.13 1.90 -0.18
H -1.46 -1.04 -1.07
H -2.41 -1.33 0.40
H -0.92 -2.25 0.13
H -0.40 -0.45 1.78
H 1.28 1.22 -0.43
H 0.35 2.89 -0.55

## Properties
HOMO-LUMO gap   9.12 eV
Charge   0
LUMO energy   -0.03 eV



14.
Computed, not measured: an isolated molecule of C5H6O2, with ωB97M-V/def2-TZVPD.

Positions of all 13 atoms, in Å:
O 2.43 1.06 -1.09
C 2.32 -0.03 -0.19
C 0.93 -0.23 0.27
C -0.22 -0.33 0.62
C -1.66 -0.41 0.83
C -2.34 -0.06 -0.48
O -3.16 0.81 -0.60
H 2.03 1.83 -0.67
H 2.98 0.09 0.68
H 2.65 -0.91 -0.74
H -2.02 0.27 1.61
H -1.94 -1.44 1.12
H -2.00 -0.66 -1.35

## Properties
HOMO-LUMO gap   10.66 eV
Charge   0
LUMO energy   0.76 eV



15.
Computed, not measured: a structure of composition C5H6O2 at a distorted geometry, with ωB97M-V/def2-TZVPD.

Positions of all 13 atoms, in Å:
C 1.33 0.21 -0.38
C 0.24 -0.91 -0.29
C -0.98 -0.15 -0.80
C 0.47 1.11 0.37
C 0.01 -0.20 1.02
H 0.47 -1.99 -0.33
H -1.82 -0.67 -0.01
H -1.29 -0.39 -2.04
H 0.47 2.28 0.57
H -1.18 -0.13 1.08
H 0.42 -0.51 1.90
O 2.57 0.19 -0.53
O -0.72 1.17 -0.58

## Properties
HOMO-LUMO gap   10.21 eV
Charge   0
LUMO energy   0.89 eV



16.
Computed, not measured: an isolated molecule of C5H6O2 at a distorted geometry, with ωB97M-V/def2-TZVPD.

Positions of all 13 atoms, in Å:
C -1.04 0.00 0.45
C -0.25 1.25 0.28
C 1.02 1.15 -0.09
C 1.05 -1.14 -0.06
C -0.14 -1.21 0.34
H -1.67 -0.29 -1.37
H -1.58 0.01 1.42
H -0.73 2.16 0.50
H 1.65 2.06 -0.16
H 1.68 -2.01 -0.27
H -0.50 -2.24 0.56
O -2.06 -0.03 -0.54
O 1.72 0.03 -0.23

## Properties
HOMO-LUMO gap   9.88 eV
Charge   0
LUMO energy   0.85 eV



17.
Computed, not measured: an isolated molecule of C5H6O2 at a distorted geometry, with ωB97M-V/def2-TZVPD.

Positions of all 13 atoms, in Å:
C 0.52 0.43 -1.44
C 0.65 -0.58 -0.29
O 1.08 0.13 0.89
C -0.16 0.86 1.36
O -0.09 1.90 1.94
C -1.23 -0.11 1.05
C -0.60 -1.08 0.36
H 1.51 0.88 -1.65
H 0.15 -0.01 -2.37
H -0.15 1.24 -1.15
H 1.32 -1.40 -0.63
H -2.22 -0.13 1.48
H -0.78 -2.14 0.47

## Properties
HOMO-LUMO gap   9.74 eV
Charge   0
LUMO energy   -0.05 eV



18.
Computed, not measured: an isolated molecule of C5H6O2, with ωB97M-V/def2-TZVPD.

Positions of all 13 atoms, in Å:
C -0.94 -0.98 0.13
C -0.01 0.24 0.08
O 1.04 0.06 -0.89
C 1.94 -0.89 -0.58
O 1.93 -1.60 0.39
C -0.70 1.52 -0.10
C -1.27 2.54 0.21
H -0.97 -1.48 -0.84
H -1.96 -0.68 0.39
H -0.57 -1.69 0.87
H 0.46 0.44 1.04
H 2.71 -0.92 -1.36
H -1.64 3.43 0.65

## Properties
HOMO-LUMO gap   11.21 eV
Charge   0
LUMO energy   0.90 eV



19.
Computed, not measured: an isolated molecule of C5H6O2, with ωB97M-V/def2-TZVPD.

Positions of all 13 atoms, in Å:
O 1.16 1.97 0.86
C 0.79 1.05 0.16
C 1.59 -0.22 -0.13
O 0.64 -1.14 -0.65
C -0.58 -0.45 -0.83
C -1.47 -0.24 0.49
C -0.54 0.96 -0.60
H 2.04 -0.61 0.78
H 2.38 -0.02 -0.86
H -1.14 -0.92 -1.64
H -1.02 -0.81 1.31
H -2.52 -0.46 0.29
H -1.48 0.83 0.79

## Properties
HOMO-LUMO gap   8.92 eV
Charge   0
LUMO energy   -0.13 eV